[1]
The following is a DFT calculation (the ωB97M-V functional and the def2-TZVPD basis) of a 3-piece molecular cluster, C27H56BrClNO12P2 overall.

Results
**HOMO level**: -0.4100 hartree
**Energy relative to the best compared isomer or geometry (same formula, charge and spin)**: 0.00 kJ/mol
**LUMO**: -3.1 eV
**Total charge**: +1

Geometry as XYZ:
```
100
Properties=species:S:1:pos:R:3:forces:R:3:mulliken_charge:R:1
C -6.818 2.553 6.505 -0.1 -0.2 -0.4 -1.17
C -6.124 2.736 5.148 -0.3 0.1 1.1 -0.06
O -5.577 1.466 4.727 -0.1 -0.2 -0.1 -0.25
C -5.101 1.462 3.466 -0.3 0.0 -0.1 0.54
O -4.932 2.484 2.856 0.2 0.4 -0.2 -0.56
C -4.852 0.113 2.860 -0.1 -0.4 -0.1 -1.25
C -3.380 -0.381 2.868 -0.4 -0.1 -0.3 -0.83
C -2.321 0.729 2.827 -0.1 -0.6 -0.2 -1.91
C -1.534 1.126 4.087 0.1 0.3 -1.1 0.57
C -0.970 2.553 3.813 -0.6 0.3 0.6 -0.41
Cl -0.016 2.606 2.321 0.2 -0.1 0.0 -0.12
C -2.055 3.653 3.813 0.3 0.6 0.5 0.37
C -1.632 4.845 4.696 0.8 -0.5 -0.3 -1.50
O -0.474 0.184 4.193 -0.1 -0.2 0.6 -0.27
C 0.500 0.504 5.169 0.4 0.6 -0.4 -0.50
C -0.002 1.112 6.501 0.3 -0.5 0.1 -0.89
N -1.373 1.735 6.451 -0.3 -0.2 0.6 0.26
C -2.287 1.080 5.420 0.1 0.0 0.5 -0.57
C -2.553 -0.334 5.967 0.0 -0.5 0.0 -1.08
C -4.017 -0.600 6.238 0.5 0.3 0.2 0.11
O -4.747 -1.275 5.631 -0.5 -0.4 -0.2 -0.40
Br -4.571 0.335 7.873 0.2 0.0 0.2 -0.18
H -7.892 2.687 6.394 0.0 0.1 0.1 0.37
H -6.433 3.273 7.222 -0.1 -0.1 0.1 0.31
H -6.674 1.542 6.883 0.0 0.2 0.0 0.23
H -5.325 3.467 5.262 0.1 0.0 -0.4 0.11
H -6.856 3.093 4.430 0.3 0.0 -0.4 0.50
H -5.149 0.221 1.817 0.0 0.2 0.0 0.60
H -5.518 -0.641 3.276 0.1 0.1 0.2 0.31
H -3.282 -0.935 1.935 0.1 -0.1 0.1 0.49
H -3.247 -1.135 3.638 0.1 0.2 0.1 0.49
H -1.542 0.405 2.138 0.1 0.0 0.1 0.70
H -2.771 1.592 2.338 0.1 0.2 0.3 0.60
H -0.271 2.843 4.601 0.2 -0.2 -0.1 0.50
H -2.188 4.043 2.808 -0.3 -0.3 -0.1 0.55
H -3.006 3.281 4.190 -0.1 -0.1 -0.4 -0.50
H -1.805 4.661 5.762 -0.3 0.2 0.0 0.38
H -0.550 4.977 4.591 0.0 0.2 0.0 0.34
H -2.082 5.780 4.375 -0.3 0.0 0.3 0.42
H 1.058 -0.404 5.385 -0.2 -0.1 0.1 0.52
H 1.218 1.200 4.724 0.0 0.0 0.0 0.36
H 0.722 1.840 6.860 -0.2 0.2 -0.1 0.41
H -0.041 0.342 7.268 -0.2 0.0 0.0 0.37
H -1.369 2.753 6.371 0.2 0.0 -0.4 0.27
H -1.818 1.547 7.355 0.0 0.2 0.0 0.58
H -3.212 1.654 5.459 0.1 0.1 -0.2 1.04
H -2.161 -1.119 5.324 -0.1 0.2 -0.2 0.45
H -2.078 -0.498 6.935 0.1 0.2 0.0 0.70
O 1.581 -5.098 -1.617 0.5 -1.2 1.7 -0.74
P 0.606 -4.279 -0.897 -1.0 3.2 -2.8 0.88
O -0.882 -4.513 -1.398 0.0 -0.4 0.5 -0.29
C -1.460 -5.827 -1.323 -0.2 -0.3 0.0 -0.35
C -1.973 -6.142 0.068 0.1 0.1 0.1 -0.93
O 0.827 -2.757 -1.409 0.0 -0.2 0.4 -0.27
C 2.050 -2.359 -2.042 0.2 0.2 -0.3 -0.23
C 1.844 -2.174 -3.527 -0.2 0.0 -0.2 -1.24
O 0.331 -3.905 0.620 0.7 -1.4 0.6 -0.21
C 1.330 -3.181 1.365 0.0 0.1 0.2 -0.57
C 0.768 -1.823 1.706 -0.2 0.2 -0.1 -0.66
H -0.733 -6.572 -1.652 0.1 0.1 0.0 0.32
H -2.283 -5.831 -2.035 0.0 0.1 0.0 0.30
H -1.151 -6.224 0.782 0.0 0.0 0.0 0.24
H -2.520 -7.085 0.067 0.0 0.0 0.0 0.41
H -2.633 -5.348 0.420 -0.1 0.0 0.0 0.23
H 2.843 -3.081 -1.849 -0.1 -0.1 0.0 0.41
H 2.348 -1.413 -1.582 -0.1 0.0 0.1 0.29
H 1.478 -3.094 -3.984 0.1 -0.1 0.1 0.28
H 2.764 -1.888 -4.036 0.0 0.0 0.1 0.38
H 1.092 -1.405 -3.712 0.0 0.0 0.0 0.28
H 2.261 -3.092 0.803 0.0 0.0 -0.1 0.29
H 1.542 -3.752 2.269 0.0 -0.1 -0.1 0.43
H 0.574 -1.249 0.799 0.1 0.0 0.0 0.26
H 1.461 -1.259 2.333 0.0 0.0 0.0 0.33
H -0.182 -1.923 2.234 0.1 -0.1 0.1 0.15
O 3.710 -0.568 -6.951 0.3 1.9 2.4 -0.67
P 4.328 0.534 -7.726 -0.2 -3.1 -5.4 1.11
O 3.367 0.664 -9.023 0.0 0.6 0.4 -0.40
C 2.005 1.065 -8.868 -0.2 0.0 0.0 -0.29
C 1.862 2.569 -8.730 0.1 0.0 0.1 -0.97
O 5.596 -0.156 -8.457 0.4 0.6 0.7 -0.36
C 6.295 -1.253 -7.857 0.1 -0.3 -0.1 -0.25
C 5.962 -2.542 -8.573 -0.1 0.0 -0.1 -1.24
O 4.860 2.030 -7.803 -0.3 0.1 2.1 -0.30
C 6.128 2.381 -7.195 0.2 0.2 0.1 -0.24
C 7.086 2.789 -8.286 0.0 -0.1 -0.2 -1.14
H 1.561 0.548 -8.013 0.0 0.0 0.0 0.26
H 1.490 0.724 -9.765 0.1 -0.1 0.0 0.31
H 2.299 2.923 -7.795 0.0 0.0 0.0 0.23
H 0.809 2.855 -8.745 0.0 0.0 0.0 0.40
H 2.380 3.077 -9.544 0.0 0.0 0.0 0.25
H 6.064 -1.331 -6.794 -0.1 0.0 0.0 0.35
H 7.362 -1.035 -7.947 0.0 0.1 0.0 0.33
H 4.889 -2.731 -8.542 0.0 0.0 0.1 0.29
H 6.482 -3.385 -8.116 0.0 0.0 0.0 0.38
H 6.254 -2.478 -9.622 0.0 0.0 0.0 0.31
H 6.527 1.551 -6.608 -0.1 -0.1 -0.1 0.28
H 5.944 3.212 -6.513 -0.1 0.0 0.0 0.37
H 7.283 1.954 -8.957 0.0 -0.1 0.1 0.27
H 8.030 3.128 -7.859 0.0 0.0 0.0 0.39
H 6.658 3.594 -8.884 0.0 0.1 0.1 0.31
```
Forces are in eV/Å.

[2]
The following is a DFT calculation (the ωB97M-V functional and the def2-TZVPD basis) of a 5-piece molecular cluster, C27H56F3N2O7SSi overall.

Results
**HOMO level**: -0.3913 hartree
**LUMO**: -4.1 eV
**Total charge**: +1

Geometry as XYZ:
```
97
Properties=species:S:1:pos:R:3:forces:R:3:mulliken_charge:R:1
C -0.645 3.302 2.460 0.4 -0.6 -0.6 -1.31
C -0.940 2.465 1.045 1.0 0.6 0.0 0.66
C 0.511 2.474 0.214 0.1 0.0 0.5 -0.84
C -1.301 0.884 1.313 0.5 0.4 -0.7 -1.11
C -2.910 0.547 1.353 1.4 3.9 1.4 -0.27
S -3.009 -0.978 2.501 -0.6 -8.4 -4.1 0.99
O -4.238 -1.800 1.965 3.5 3.7 2.1 -0.59
O -1.744 -1.884 2.373 -4.0 4.6 1.1 -0.56
C -3.402 -0.527 4.285 -1.7 1.2 4.4 0.76
F -2.665 0.690 4.732 -2.5 -4.5 -1.5 -0.19
F -4.867 -0.213 4.361 5.2 -1.1 -0.2 -0.20
F -3.136 -1.714 5.175 -0.9 4.8 -3.5 -0.18
N -3.512 0.305 -0.046 1.6 -0.5 -0.2 0.22
C -4.944 0.870 -0.165 -2.0 -0.4 0.4 -0.12
N -5.876 -0.308 -0.489 -0.3 2.0 1.4 -0.64
C -5.048 1.476 1.354 -0.9 -2.3 0.0 0.17
Si -6.447 2.752 1.783 -1.0 1.0 0.7 0.16
C -6.520 4.275 0.606 -0.3 1.2 -0.6 -0.73
C -6.103 3.289 3.640 1.1 -0.6 0.3 -0.92
C -8.125 1.740 1.651 0.0 -0.8 -0.4 -0.90
O -3.680 1.745 1.826 0.4 -3.3 -1.7 -0.08
H -0.303 4.408 2.184 -1.0 -2.4 0.7 0.36
H -1.560 3.275 3.199 1.9 0.2 -1.5 0.24
H 0.313 2.778 2.942 -2.2 1.1 -0.8 0.36
H -1.760 3.029 0.393 1.6 -1.3 1.5 0.19
H 1.257 3.208 0.789 -1.7 -1.5 -1.5 0.33
H 1.031 1.405 0.217 -1.2 2.3 -0.2 0.05
H 0.338 2.820 -0.892 0.5 -0.7 2.2 0.26
H -0.834 0.282 0.395 -1.0 0.9 2.1 0.27
H -0.736 0.545 2.307 -1.5 0.5 -2.2 0.37
H -3.510 -0.704 -0.316 -0.3 0.5 0.3 0.46
H -2.802 0.773 -0.669 -0.9 -0.4 0.5 0.49
H -5.100 1.565 -1.094 1.1 -0.9 2.1 0.31
H -6.248 -0.736 0.401 0.8 0.5 -1.1 0.29
H -6.739 0.080 -0.959 1.4 -0.5 0.5 0.34
H -5.420 0.527 1.973 0.6 1.7 -1.2 -0.05
H -6.847 3.959 -0.485 0.8 0.7 2.1 0.31
H -5.532 4.925 0.581 -2.0 -1.4 -0.1 0.07
H -7.367 5.010 1.014 1.8 -1.6 -0.9 0.28
H -4.945 3.062 3.823 -2.4 0.7 -0.2 0.22
H -6.295 4.433 3.800 0.3 -2.3 -0.1 0.32
H -6.678 2.590 4.395 1.0 1.7 -1.4 0.28
H -7.951 0.695 2.193 -0.7 2.2 -1.0 0.27
H -8.985 2.361 2.159 1.7 -1.4 -1.0 0.35
H -8.405 1.506 0.516 0.4 0.6 2.5 0.22
C 2.550 -2.584 -1.241 0.3 -0.4 -0.5 -0.19
C 2.857 -2.088 0.148 -0.1 -0.2 0.6 -0.64
C 3.001 -0.598 -0.072 0.4 0.3 -0.1 -0.28
O 2.139 -0.254 -1.166 -0.1 -0.2 0.1 -0.41
C 1.697 -1.464 -1.796 -0.2 0.2 -0.2 -0.38
H 2.045 -3.554 -1.260 0.0 0.1 0.0 0.39
H 3.478 -2.669 -1.819 -0.1 0.0 0.0 -0.05
H 2.006 -2.288 0.810 0.1 0.0 0.0 0.22
H 3.747 -2.542 0.590 -0.1 0.1 -0.1 0.36
H 4.025 -0.336 -0.358 0.0 0.0 0.1 0.29
H 2.725 -0.015 0.811 0.0 0.1 -0.1 0.28
H 0.641 -1.607 -1.542 -0.1 -0.1 -0.1 0.15
H 1.784 -1.368 -2.882 0.0 0.1 0.1 0.30
C 6.828 -3.897 -5.159 0.4 0.3 -0.4 -0.63
C 6.878 -5.050 -4.189 0.0 -0.6 0.0 -0.37
C 6.434 -4.396 -2.898 0.1 0.1 0.5 -0.30
O 5.538 -3.335 -3.255 0.1 -0.1 -0.3 -0.32
C 5.622 -3.125 -4.672 -0.4 0.2 0.0 -0.52
H 6.744 -4.206 -6.204 0.0 0.1 0.1 0.35
H 7.732 -3.285 -5.054 -0.1 -0.1 -0.1 0.27
H 6.154 -5.817 -4.488 0.1 0.0 0.0 0.23
H 7.862 -5.519 -4.113 -0.1 0.1 0.1 0.24
H 7.282 -3.953 -2.365 0.0 -0.2 0.0 0.27
H 5.927 -5.096 -2.227 0.0 0.2 0.0 0.19
H 4.699 -3.506 -5.121 0.0 0.0 -0.1 0.29
H 5.696 -2.054 -4.882 -0.1 -0.1 0.1 0.30
C 8.550 -9.063 -1.573 0.3 -0.4 -0.5 -0.60
C 8.857 -8.567 -0.184 -0.1 -0.2 0.6 -0.55
C 9.001 -7.077 -0.404 0.2 0.4 0.0 -0.50
O 8.139 -6.732 -1.497 0.1 -0.3 0.0 -0.28
C 7.697 -7.943 -2.128 -0.3 0.2 -0.1 -0.36
H 8.045 -10.032 -1.592 0.0 0.1 0.0 0.35
H 9.478 -9.147 -2.151 -0.1 0.0 0.0 0.28
H 8.006 -8.766 0.478 0.1 0.0 0.0 0.26
H 9.747 -9.021 0.258 -0.1 0.1 0.0 0.33
H 10.025 -6.814 -0.690 0.0 0.0 0.1 0.28
H 8.725 -6.494 0.480 0.0 0.0 -0.2 0.27
H 6.641 -8.085 -1.873 0.0 -0.1 -0.1 0.24
H 7.784 -7.846 -3.213 0.0 0.1 0.1 0.28
C -3.873 9.340 0.181 0.1 0.7 0.1 -0.55
C -3.111 8.050 0.339 0.4 -0.4 -0.3 -0.61
C -3.914 7.336 1.405 -0.2 0.0 0.4 0.21
O -5.275 7.765 1.258 0.3 0.0 -0.1 -0.39
C -5.305 8.887 0.364 -0.4 0.0 -0.2 -0.42
H -3.703 9.837 -0.778 0.0 -0.1 0.1 0.34
H -3.596 10.036 0.982 0.0 0.0 -0.1 0.27
H -3.145 7.482 -0.598 0.1 0.0 0.1 0.28
H -2.063 8.189 0.616 -0.1 0.0 0.0 0.35
H -3.581 7.619 2.409 0.1 -0.1 0.0 0.27
H -3.859 6.248 1.313 -0.1 0.0 0.1 -0.23
H -5.738 8.547 -0.583 0.0 0.1 0.0 0.26
H -5.944 9.671 0.778 0.0 -0.2 0.0 0.27
```
Forces are in eV/Å.